No. 1
{"formula": "C5H8N2O2P", "method": "the ωB97M-V functional and the def2-TZVPD basis", "e_tot_ha": -796.7511, "de_lowest_ev": 0.2930, "smiles": "N[P@@](=O)([O-])C1=CN=CCC1", "e_homo_ev": -4.76, "charge": -1, "multiplicity": 1, "orbital_gap_ev": 8.31, "species": ["O", "C", "N", "C", "P", "C", "N", "H", "H", "C", "O", "C", "H", "H", "H", "H", "H", "H"], "xyz": [[-0.91450, 2.98731, -1.44175], [1.93998, -0.99134, 0.16573], [2.30380, 0.06716, 0.77681], [0.41711, 1.10822, 0.09969], [-0.76894, 2.68572, 0.01904], [0.02686, 0.01111, -0.79639], [-2.24629, 1.98008, 0.51011], [-2.52256, 1.18092, -0.09913], [0.47608, 0.27433, -1.86171], [1.36400, 1.04661, 1.04768], [-0.25093, 3.74516, 0.93430], [0.47962, -1.31348, -0.13325], [1.38884, 1.83238, 1.72807], [2.81174, -1.68811, -0.03734], [-0.97055, -0.04790, -0.97370], [0.43414, -2.09786, -0.80909], [-2.40229, 1.81010, 1.44917], [-0.26162, -1.32865, 0.62632]], "atomic_forces_ev_per_a": [[-0.14, -0.49, 0.19], [0.91, -1.11, 1.55], [1.38, -0.72, 0.66], [-3.03, 3.14, 1.17], [1.53, -0.71, -1.10], [4.24, 0.23, -2.05], [-0.09, -0.22, -2.62], [0.26, 1.13, 0.86], [-0.53, -0.83, 1.82], [-1.74, -1.31, -3.04], [-0.49, -0.69, 0.57], [1.64, 2.85, -1.28], [1.05, 1.05, 1.28], [-1.39, 0.49, -0.19], [-3.06, 0.20, -0.41], [-0.38, -1.80, -1.03], [-0.17, -0.45, 2.09], [0.02, -0.78, 1.54]], "nbo_charge": [-1.186, 0.073, -0.418, -0.292, 2.279, -0.432, -1.210, 0.370, 0.219, -0.136, -1.166, -0.496, 0.228, 0.169, 0.212, 0.200, 0.368, 0.219]}

No. 2
{"formula": "C18H27N3PdS2", "method": "the ωB97M-V functional and the def2-TZVPD basis", "e_tot_ha": -1790.0512, "s2": 2.01, "e_homo_ev": [-14.00, -14.74], "charge": 2, "multiplicity": 3, "orbital_gap_ev": [7.63, 6.88], "species": ["H", "H", "C", "H", "N", "H", "H", "H", "C", "C", "H", "C", "H", "C", "C", "H", "H", "H", "H", "S", "H", "H", "H", "H", "H", "H", "H", "C", "C", "C", "C", "N", "C", "N", "H", "C", "Pd", "C", "H", "H", "H", "C", "H", "C", "H", "H", "S", "H", "C", "C", "C"], "xyz": [[1.51510, -0.55631, 4.52340], [-2.99112, -2.25826, 0.49310], [-3.25882, 0.25988, 3.11796], [-0.63617, 1.34046, -4.14910], [-1.33345, 0.18206, 1.71708], [3.82700, -1.30500, 3.84735], [-1.05456, 3.45169, -2.74507], [5.62281, -0.35243, -0.10182], [-1.07399, 0.02777, 4.09155], [-2.44933, 0.16166, 4.25167], [-2.93367, 3.56677, -1.15170], [-0.52798, 0.01943, 2.79679], [-3.05759, 2.63088, 0.35579], [-0.53138, 2.56937, -2.37044], [3.39567, -1.08321, 1.73150], [4.36176, -1.41840, 1.36725], [0.55123, 2.71291, -2.47256], [-2.05982, 1.19173, -3.08208], [-2.02518, -1.02448, -3.01861], [-0.86386, 2.50473, -0.57666], [-0.94574, -3.23113, -2.55969], [-3.25372, 0.34576, 0.93819], [-0.59853, -1.19051, -4.07935], [-3.12774, 1.77921, -1.22023], [0.63208, -2.41902, -2.31731], [-4.33963, 0.34178, 3.18316], [0.62478, 0.13670, -2.61618], [-0.45687, -2.31139, -2.23023], [3.09145, -1.02091, 3.09615], [5.29746, 0.51658, -0.68567], [-2.68033, 2.61487, -0.67091], [-0.38210, 0.12649, -2.44878], [2.43880, -0.67936, 0.80203], [1.22998, -0.24886, 1.19303], [-0.39803, -0.07896, 4.93426], [-0.93378, -1.11949, -3.03219], [-0.35457, 0.18050, -0.27874], [0.87974, -0.25158, 2.50459], [-2.85392, -3.29129, -0.95095], [-3.08317, -1.50958, -1.13174], [5.09008, -0.53104, -2.53129], [-2.66292, 0.26526, 1.85426], [4.84427, 1.32289, -2.60269], [1.82349, -0.60375, 3.48412], [2.64169, -0.68985, -0.27043], [5.23192, 1.47191, -0.15316], [-0.80927, -2.17339, -0.44820], [-2.88222, 0.18174, 5.25128], [-2.61962, -2.30379, -0.53556], [5.05124, 0.42929, -2.00297], [-0.97149, 1.31968, -3.10025]], "atomic_forces_ev_per_a": [[0.33, -0.13, -0.13], [0.04, -0.03, -0.23], [0.09, 0.02, -0.35], [-0.26, 0.21, 0.21], [0.15, -0.23, 0.25], [-0.16, 0.05, -0.22], [0.23, -0.04, -0.11], [-0.20, 0.33, -0.30], [0.33, 0.00, -0.64], [0.06, 0.04, -0.19], [0.06, -0.24, 0.10], [-1.42, 0.27, 0.18], [0.06, 0.03, -0.23], [0.12, 0.22, 0.11], [-0.19, 0.14, 0.05], [-0.18, 0.01, 0.21], [-0.22, 0.12, 0.01], [0.22, 0.12, -0.06], [0.21, -0.12, -0.07], [-0.30, 1.03, -0.52], [0.25, 0.05, -0.15], [0.20, -0.01, 0.34], [-0.25, -0.21, 0.25], [0.12, 0.20, 0.14], [-0.23, -0.14, 0.01], [0.18, -0.03, 0.12], [-0.03, 0.02, -0.22], [0.09, -0.27, 0.04], [-0.03, 0.06, -0.36], [-0.10, 0.02, -0.66], [-0.03, 0.07, 0.23], [0.06, -0.05, -0.84], [-0.06, 0.14, 0.61], [-0.25, -0.28, -0.06], [-0.36, 0.04, -0.01], [0.21, 0.25, -0.01], [-0.24, -0.36, 1.65], [1.36, -0.27, -0.37], [-0.02, 0.28, 0.08], [0.16, -0.19, 0.13], [0.15, 0.43, 0.19], [0.24, 0.10, 0.80], [-0.05, -0.38, 0.27], [-0.62, 0.21, -0.49], [0.01, 0.06, 0.35], [0.16, -0.35, -0.23], [-0.25, -0.79, -0.45], [0.07, -0.03, -0.28], [0.00, -0.12, 0.25], [0.08, -0.02, 0.65], [0.22, -0.23, -0.07]], "nbo_charge": [0.240, 0.254, -0.221, 0.232, -0.471, 0.258, 0.264, 0.190, -0.185, -0.119, 0.260, 0.161, 0.252, -0.540, -0.213, 0.254, 0.249, 0.212, 0.213, 0.303, 0.264, 0.214, 0.232, 0.217, 0.246, 0.256, 0.398, -0.542, -0.118, -0.401, -0.746, -0.663, 0.062, -0.453, 0.242, -0.242, 0.898, 0.164, 0.260, 0.220, 0.203, 0.043, 0.205, -0.187, 0.226, 0.207, 0.333, 0.259, -0.751, -0.397, -0.241]}

No. 3
{"formula": "C3H7NO3S", "method": "the ωB97M-V functional and the def2-TZVPD basis", "e_tot_ha": -796.9586, "de_lowest_ev": 1.7503, "s2": 2.01, "e_homo_ev": [-8.52, -9.31], "charge": 0, "multiplicity": 3, "orbital_gap_ev": [9.37, 4.59], "species": ["H", "C", "H", "C", "O", "H", "O", "N", "S", "H", "H", "O", "C", "H", "H"], "xyz": [[-0.29060, -0.76789, 1.90633], [0.96392, -1.22282, -1.10304], [1.52103, -2.12183, -0.94739], [0.58665, -0.34822, -0.03770], [-1.87931, 2.39052, -0.22969], [0.90153, 1.17300, -1.42137], [-3.40596, 0.83906, 0.69830], [0.69376, 0.96401, -0.35700], [-2.74822, 1.28009, -0.48725], [1.10877, 0.15720, 1.95516], [1.01373, -1.56952, 1.53843], [-0.40853, -1.09050, -0.89592], [0.61646, -0.63859, 1.43177], [1.39647, -0.62246, -2.01999], [-0.06970, 1.57795, -0.03063]], "atomic_forces_ev_per_a": [[-2.56, 0.18, 0.49], [2.02, 1.38, -2.26], [-0.27, -0.93, 0.15], [-0.93, -0.22, -0.15], [2.48, 3.12, -0.66], [-0.78, -0.66, 3.11], [-2.80, -2.44, 3.12], [0.35, 3.75, -2.70], [0.05, -0.64, -2.48], [0.71, 0.07, 0.18], [1.89, -2.46, 0.69], [-0.29, -0.58, 0.58], [0.15, 1.36, -1.29], [-0.84, -1.43, 1.43], [0.82, -0.50, -0.22]], "nbo_charge": [0.226, -0.083, 0.180, 0.330, -0.795, 0.374, -0.680, -0.832, 1.479, 0.231, 0.219, -0.545, -0.636, 0.141, 0.391]}

No. 4
{"formula": "C2H7N", "method": "the ωB97M-V functional and the def2-TZVPD basis", "e_tot_ha": -135.1092, "de_lowest_ev": 0.9728, "smiles": "C=N.C", "e_homo_ev": -10.32, "charge": 0, "multiplicity": 1, "orbital_gap_ev": 11.29, "species": ["H", "H", "H", "C", "N", "H", "H", "H", "H", "C"], "xyz": [[-2.60286, -0.00362, 1.73461], [-2.10796, -1.01901, 0.43894], [-3.35008, -1.64324, 1.55828], [2.64734, 0.72096, -1.46249], [2.28190, 1.86072, -1.07914], [3.51455, 0.25516, -0.97976], [2.20818, 0.05584, -2.21439], [1.47635, 2.16047, -1.63262], [-1.62677, -1.31874, 2.15283], [-2.44066, -1.06854, 1.48374]], "atomic_forces_ev_per_a": [[-0.50, -0.44, -0.05], [0.08, -0.42, 0.28], [-0.03, -0.20, 0.30], [0.82, -0.98, 0.39], [-0.35, 0.18, -0.44], [-0.08, 0.22, 0.05], [-0.34, 0.48, -0.16], [-0.05, 0.10, 0.15], [-0.01, -0.76, -0.05], [0.47, 1.83, -0.49]], "nbo_charge": [0.212, 0.211, 0.216, -0.041, -0.581, 0.151, 0.144, 0.328, 0.217, -0.856]}

No. 5
{"formula": "C26H21Br2N3O4STl", "method": "the ωB97M-V functional and the def2-TZVPD basis", "e_tot_ha": -7187.4042, "de_lowest_ev": 0.5531, "e_homo_ev": -5.67, "charge": -1, "multiplicity": 1, "orbital_gap_ev": 7.72, "species": ["C", "Tl", "H", "C", "C", "C", "C", "C", "C", "H", "C", "C", "C", "H", "H", "C", "C", "H", "H", "O", "N", "O", "C", "C", "H", "C", "H", "H", "H", "C", "C", "H", "C", "H", "C", "C", "C", "H", "N", "H", "O", "S", "H", "O", "H", "C", "C", "C", "N", "H", "C", "H", "H", "Br", "C", "H", "H", "Br"], "xyz": [[-1.98267, -0.36624, 4.03693], [0.26565, 0.21933, -1.03344], [-2.35490, -2.11822, -1.47069], [4.01426, 0.88956, 0.20143], [-0.95517, -0.20346, 3.11806], [3.91405, 1.93137, 1.12976], [-0.36808, -1.04733, 5.70493], [-2.22637, -3.13426, -1.10314], [4.13786, 1.20765, -1.13228], [4.21259, 0.42109, -1.87460], [-6.02383, -1.91736, 1.83524], [-2.03860, 0.09937, -0.15213], [0.36198, -0.45696, 3.48143], [3.95782, -0.13722, 0.53480], [-7.69123, -0.59148, -0.79421], [-8.69492, -3.81075, 0.58952], [-4.75491, -1.44715, 1.55169], [-2.08540, -3.80906, -1.94987], [-3.00827, -0.15898, 3.76077], [1.15996, 0.10428, 1.32464], [4.17991, 2.45940, -1.61064], [2.64504, -0.57672, 2.84259], [-10.00067, -4.55141, 0.76785], [-1.05037, -3.17898, -0.19292], [-1.70350, -4.62109, 1.19191], [0.64756, -0.87558, 4.77511], [-0.15297, -1.37514, 6.71288], [-10.74977, -3.95454, 1.28472], [3.84133, 4.07353, 1.32841], [-4.51372, -0.65473, 0.42066], [-6.86381, -0.82713, -0.13690], [-3.14070, -3.41975, -0.58106], [-1.67251, -0.78972, 5.31772], [1.83166, -2.40618, 0.89196], [-7.08377, -1.61334, 0.98839], [0.87127, -2.86559, 0.72899], [4.06950, 3.40900, -0.71376], [-6.19649, -2.52507, 2.71449], [-0.97059, -4.01318, 0.87411], [-10.37123, -4.83936, -0.21542], [3.83346, 1.72363, 2.44382], [-8.71040, -2.20105, 1.35463], [1.67978, -1.06678, 5.03657], [-7.75563, -4.27114, 0.00103], [-3.92480, -1.68818, 2.20411], [-5.59506, -0.35161, -0.41566], [1.47878, -0.28539, 2.46692], [3.93365, 3.23873, 0.65053], [0.05000, -2.47443, -0.30686], [3.49928, 0.79679, 2.61949], [0.25668, -3.81931, 1.47474], [-5.42056, 0.26033, -1.29044], [-1.17572, 0.11355, 2.10690], [4.10412, 5.20342, -1.38736], [-3.19235, -0.19723, 0.12775], [-9.80393, -5.46078, 1.33574], [0.55372, -4.34074, 2.36673], [-3.07833, -1.02825, 6.58269]], "atomic_forces_ev_per_a": [[0.00, 0.01, 0.01], [-0.01, -0.09, 0.07], [0.01, -0.05, 0.00], [-0.05, -0.05, -0.10], [0.03, 0.01, 0.01], [0.10, -0.06, 0.09], [0.00, -0.01, 0.00], [0.01, -0.02, -0.04], [0.03, 0.00, 0.05], [-0.02, 0.00, 0.00], [0.00, 0.00, 0.00], [-0.05, 0.11, -0.04], [0.01, -0.01, -0.01], [0.01, 0.02, 0.00], [0.00, 0.00, 0.00], [0.00, -0.01, 0.00], [0.01, -0.02, 0.00], [0.00, -0.02, 0.00], [0.01, 0.01, 0.00], [0.00, 0.24, 0.01], [-0.03, 0.06, -0.01], [0.03, 0.14, 0.12], [0.00, 0.00, 0.00], [-0.06, 0.00, -0.02], [0.00, 0.00, 0.00], [0.00, -0.01, -0.01], [0.00, 0.00, 0.00], [0.00, 0.00, 0.00], [0.00, 0.01, 0.00], [0.00, -0.01, 0.07], [-0.01, 0.00, 0.01], [0.00, 0.01, 0.00], [0.00, -0.01, 0.00], [0.00, -0.03, 0.00], [0.00, 0.00, 0.00], [0.02, -0.04, -0.02], [0.02, -0.08, -0.01], [0.00, 0.00, 0.00], [0.01, 0.02, 0.00], [0.00, 0.00, 0.00], [-0.09, 0.10, -0.09], [-0.01, 0.01, 0.00], [0.00, 0.00, 0.01], [0.00, 0.00, 0.00], [-0.01, -0.01, -0.01], [0.02, 0.00, 0.00], [-0.12, -0.28, -0.01], [0.05, 0.06, 0.00], [0.05, 0.02, 0.00], [0.02, -0.09, -0.03], [0.00, 0.02, 0.01], [0.00, 0.00, 0.00], [0.00, -0.01, 0.02], [0.01, 0.04, 0.00], [-0.01, 0.01, -0.08], [0.00, 0.00, 0.00], [0.00, 0.00, 0.00], [0.00, 0.00, 0.00]], "nbo_charge": [-0.257, 0.731, 0.266, -0.328, -0.181, 0.393, -0.270, -0.662, 0.049, 0.191, -0.182, -0.405, -0.083, 0.244, 0.215, 0.420, -0.229, 0.218, 0.223, -0.785, -0.492, -0.783, -0.716, 0.384, 0.412, -0.179, 0.217, 0.222, 0.234, 0.018, -0.192, 0.221, -0.073, 0.231, -0.230, -0.078, 0.182, 0.217, -0.523, 0.238, -0.690, 0.210, 0.235, -0.550, 0.225, -0.219, 0.778, -0.364, -0.513, 0.521, -0.125, 0.221, 0.266, -0.008, -0.328, 0.239, 0.217, 0.009]}